Version w
Here is C5H6S in the gas phase from the OMol25 dataset. Energies are from wB97M-V/def2-TZVPD.

The calculation puts the highest occupied orbital energy at -8.502 eV. The orbital gap comes out at 7.803 eV. Its charge is 0. As for the spin multiplicity: 1.

Last columns: bonded neighbours and bond lengths (Å).
CARTESIAN COORDINATES (ANGSTROEM)
1 S 2.9739 0.0507 0.0168  C2 1.696
2 C 1.2801 0.0782 -0.0683  S1 1.696, C3 1.454, C6 1.602
3 C 0.4208 1.2495 -0.1372  C2 1.454, C4 1.354, H7 1.231
4 C -0.9022 0.9608 -0.1411  C3 1.354, C5 1.542, H8 1.257
5 C -1.2046 -0.5268 0.1301  C4 1.542, C6 1.540, H9 1.147, H10 1.069
6 C 0.1932 -1.0929 -0.1798  C2 1.602, C5 1.540, H11 1.156, H12 1.230
7 H 0.7797 2.3966 0.1274  C3 1.231
8 H -1.5665 1.9564 0.2420  C4 1.257
9 H -1.7562 -1.0750 -0.7129  C5 1.147
10 H -1.5371 -0.8515 1.0927  C5 1.069
11 H 0.6807 -1.4503 -1.1652  C6 1.156
12 H 0.6382 -1.6957 0.7954  C6 1.230

---

Version x
Here is C5H6S in the gas phase from the OMol25 dataset. Energies are from wB97M-V/def2-TZVPD.

The calculation puts the highest occupied orbital energy at -8.597 eV. The orbital gap comes out at 9.375 eV. Its charge is 0. As for the spin multiplicity: 1.

Last columns: bonded neighbours and bond lengths (Å).
CARTESIAN COORDINATES (ANGSTROEM)
1 S -2.3221 0.0434 -0.2171  C2 1.806, H7 1.310
2 C -0.7535 0.0779 0.6774  S1 1.806, C3 1.541, C6 1.498, H8 1.086
3 C 0.0822 -1.1611 0.3014  C2 1.541, C4 1.313, H9 1.056
4 C 1.2121 -0.7217 -0.2036  C3 1.313, C5 1.471, H10 1.110
5 C 1.2049 0.7454 -0.3111  C4 1.471, C6 1.316, H11 1.082
6 C 0.1295 1.2206 0.2798  C2 1.498, C5 1.316, H12 1.092
7 H -2.0226 -0.3029 -1.4449  S1 1.310
8 H -0.9958 0.0237 1.7345  C2 1.086
9 H -0.3306 -2.1326 0.3070  C3 1.056
10 H 1.9992 -1.3643 -0.6496  C4 1.110
11 H 1.9861 1.3078 -0.8045  C5 1.082
12 H -0.1896 2.2638 0.3308  C6 1.092

---

Version y
Here is C5H6S in the gas phase from the OMol25 dataset. Energies are from wB97M-V/def2-TZVPD.

The calculation puts the highest occupied orbital energy at -8.862 eV. The orbital gap comes out at 9.491 eV. Its charge is 0. As for the spin multiplicity: 1.

Last columns: bonded neighbours and bond lengths (Å).
CARTESIAN COORDINATES (ANGSTROEM)
1 C -2.7858 -0.2018 -0.0051  C2 1.306, H7 0.993
2 C -1.5317 0.1596 0.0408  C1 1.306, C3 1.562
3 C -0.0038 0.2714 0.3446  C2 1.562, C4 1.662, C6 1.535, H8 1.200
4 C 0.7482 -1.1343 -0.1263  C3 1.662, S5 1.869, H9 1.099, H10 1.053
5 S 2.3796 -0.2372 0.0341  C4 1.869, C6 1.867
6 C 1.1428 1.1447 -0.1838  C3 1.535, S5 1.867, H11 1.070, H12 1.150
7 H -3.7046 -0.2376 -0.3805  C1 0.993
8 H 0.1677 0.3519 1.5292  C3 1.200
9 H 0.8506 -1.8580 0.6942  C4 1.099
10 H 0.1840 -1.4055 -0.9735  C4 1.053
11 H 1.5019 1.9955 0.3566  C6 1.070
12 H 1.0511 1.1513 -1.3303  C6 1.150

---

Version z
Here is C5H6S in the gas phase from the OMol25 dataset. Energies are from wB97M-V/def2-TZVPD.

The calculation puts the highest occupied orbital energy at -8.871 eV. The orbital gap comes out at 9.822 eV. Its charge is 0. As for the spin multiplicity: 1.

Last columns: bonded neighbours and bond lengths (Å).
CARTESIAN COORDINATES (ANGSTROEM)
1 C -0.7754 -2.4311 -0.4787  C2 1.444, H7 1.060, H8 1.076, H9 1.042
2 C -0.5109 -1.1000 0.0145  C1 1.444, C3 1.220
3 C -0.4215 0.0948 0.2444  C2 1.220, C4 1.443
4 C -0.1330 1.4708 0.5685  C3 1.443, C5 1.473, S6 1.854, H10 1.087
5 C 1.2132 1.9570 0.2206  C4 1.473, S6 1.830, H11 1.114, H12 1.085
6 S -0.0905 2.6526 -0.8596  C4 1.854, C5 1.830
7 H -1.7881 -2.4475 -0.7924  C1 1.060
8 H -0.1299 -2.6659 -1.3063  C1 1.076
9 H -0.5428 -3.1780 0.2101  C1 1.042
10 H -0.5655 1.8355 1.4964  C4 1.087
11 H 1.9362 1.2065 -0.1728  C5 1.114
12 H 1.8083 2.6054 0.8553  C5 1.085

---

It comes down to version x, which is 1.183 eV more stable than the next structure.

---

Version w
Here is C3H9NSi in the gas phase from the OMol25 dataset. Energies are from wB97M-V/def2-TZVPD.

The calculation puts the highest occupied orbital energy at -9.069 eV. The orbital gap comes out at 10.113 eV. Its charge is 0. As for the spin multiplicity: 1.

Last columns: bonded neighbours and bond lengths (Å).
CARTESIAN COORDINATES (ANGSTROEM)
1 C -2.5647 -0.0908 0.4709  C2 1.281, H6 1.034, H7 1.116
2 C -1.6524 -0.2392 -0.4155  C1 1.281, C3 1.550, H8 1.168
3 C -0.3677 0.6271 -0.4363  C2 1.550, Si4 1.906, H9 1.105, H10 1.167
4 Si 1.1403 -0.4346 0.0450  C3 1.906, N5 1.666, H11 1.500, H12 1.505
5 N 2.6862 0.1838 0.0033  Si4 1.666, H13 1.007, H14 0.973
6 H -3.4729 -0.5762 0.3784  C1 1.034
7 H -2.6448 0.7231 1.2298  C1 1.116
8 H -1.6658 -1.0910 -1.2152  C2 1.168
9 H -0.6444 1.4211 0.2808  C3 1.105
10 H -0.3290 0.9608 -1.5539  C3 1.167
11 H 1.0305 -0.9740 1.4406  Si4 1.500
12 H 1.2823 -1.2754 -1.1952  Si4 1.505
13 H 3.3328 0.0224 0.7580  N5 1.007
14 H 2.9090 0.8901 -0.6275  N5 0.973

---

Version x
Here is 2 unconnected molecules or ions with the total composition C3H9NSi from the OMol25 dataset. Energies are from wB97M-V/def2-TZVPD.

The calculation puts the highest occupied orbital energy at -8.850 eV. The orbital gap comes out at 8.016 eV. Its charge is 0. As for the spin multiplicity: 1.

Last columns: bonded neighbours and bond lengths (Å).
CARTESIAN COORDINATES (ANGSTROEM)
1 C -2.5717 0.0607 -1.3122  C2 1.484, C3 1.472, H6 1.031, H7 1.133
2 C -1.8311 1.2538 -0.8331  C1 1.484, C3 1.538, H8 1.051, H9 1.095
3 C -1.2125 -0.1541 -0.7891  C1 1.472, C2 1.538
4 N 1.1341 -0.5158 1.1877  Si5 1.707, H10 1.113, H11 1.023
5 Si 2.8073 -0.7233 0.9182  N4 1.707, H12 1.513, H13 1.442, H14 1.514
6 H -3.2732 -0.3741 -0.6945  C1 1.031
7 H -2.5885 -0.0623 -2.4384  C1 1.133
8 H -1.5630 1.9976 -1.5253  C2 1.051
9 H -1.9804 1.6005 0.1950  C2 1.095
10 H 0.2831 -0.1490 0.5718  N4 1.113
11 H 0.8141 -0.6418 2.1515  N4 1.023
12 H 3.4775 0.0565 2.0287  Si5 1.513
13 H 3.0688 -0.2491 -0.4179  Si5 1.442
14 H 3.4354 -2.0997 0.9574  Si5 1.514

---

It comes down to version w, which is 4.129 eV more stable than the next structure.

---

Version w
Here is CH2O4 in the gas phase from the OMol25 dataset. Energies are from wB97M-V/def2-TZVPD.

The calculation puts the highest occupied orbital energy at -10.425 eV. The orbital gap comes out at 10.986 eV. Its charge is 0. As for the spin multiplicity: 1.

Last columns: bonded neighbours and bond lengths (Å).
CARTESIAN COORDINATES (ANGSTROEM)
1 O -0.4542 -0.4018 -1.3010  C2 1.345, H6 0.936
2 C -0.0370 0.1168 -0.1326  O1 1.345, O3 1.351, O4 1.384, O5 1.358
3 O 0.5171 -0.7477 0.7455  C2 1.351, H7 0.939
4 O -0.7219 1.1511 0.4808  C2 1.384, O5 1.414
5 O 0.5511 1.3402 -0.1056  C2 1.358, O4 1.414
6 H -1.0493 -1.0519 -0.9863  O1 0.936
7 H 1.1942 -0.4068 1.2991  O3 0.939

---

Version x
Here is 2 unconnected molecules or ions with the total composition CH2O4 from the OMol25 dataset. Energies are from wB97M-V/def2-TZVPD.

The calculation puts the highest occupied orbital energy (alpha / beta) at -10.510 / -8.930 eV. The orbital gap (alpha / beta) comes out at 9.958 / 8.263 eV. Its charge is 0. As for the spin multiplicity: 1.

Last columns: bonded neighbours and bond lengths (Å).
CARTESIAN COORDINATES (ANGSTROEM)
1 C -0.9586 0.2052 -0.4142  O2 1.217, O4 1.297
2 O -1.9205 0.9383 -0.2813  C1 1.217
3 O 1.0592 -0.3015 0.4900  O5 1.339
4 O -0.4990 -0.5097 -1.3933  C1 1.297, H6 0.943
5 O 1.3714 -0.1593 1.7843  O3 1.339, H7 0.910
6 H -1.0784 -0.6256 -2.1282  O4 0.943
7 H 2.0258 0.4526 1.9427  O5 0.910

---

It comes down to version w, which is 2.405 eV more stable than the next structure.

---

Version w
Here is 3 unconnected molecules or ions with the total composition C2H7OS2 from the OMol25 dataset. Energies are from wB97M-V/def2-TZVPD.

The calculation puts the highest occupied orbital energy at -2.431 eV. The orbital gap comes out at 6.133 eV. Its charge is -1. As for the spin multiplicity: 1.

Last columns: bonded neighbours and bond lengths (Å).
CARTESIAN COORDINATES (ANGSTROEM)
1 C -2.7264 0.2063 0.0608  O2 1.242, H3 1.134, H5 1.178
2 O -3.9073 0.5733 -0.0495  C1 1.242
3 H -2.2744 -0.7270 0.5194  C1 1.134
4 H 0.1594 -1.1194 -3.1418  H12 0.727
5 H -1.8963 0.9357 -0.3485  C1 1.178
6 C 1.0634 -1.3233 1.5126  S7 1.878, H9 1.034, H10 1.127, H11 1.100
7 S 1.7359 -0.6661 -0.1136  C6 1.878, S8 2.091
8 S 0.9046 1.2321 -0.3938  S7 2.091
9 H 0.6675 -0.5424 2.0635  C6 1.034
10 H 1.9062 -1.6453 2.1876  C6 1.127
11 H 0.3579 -2.1575 1.3841  C6 1.100
12 H 0.0665 -1.6855 -3.5891  H4 0.727

---

Version x
Here is 2 unconnected molecules or ions with the total composition C2H7OS2 from the OMol25 dataset. Energies are from wB97M-V/def2-TZVPD.

The calculation puts the highest occupied orbital energy at -2.707 eV. The orbital gap comes out at 6.397 eV. Its charge is -1. As for the spin multiplicity: 1.

Last columns: bonded neighbours and bond lengths (Å).
CARTESIAN COORDINATES (ANGSTROEM)
1 S -1.4336 -0.5740 1.9083  S2 2.084
2 S -1.6248 0.9737 3.2913  S1 2.084, H4 1.346
3 H -0.7687 0.7759 0.2846  O6 0.989
4 H -0.5321 0.8035 4.0585  S2 1.346
5 C -0.1656 -0.0915 -1.3350  O6 1.408, C7 1.521, H8 1.094, H9 1.095
6 O -0.5157 1.0727 -0.6243  H3 0.989, C5 1.408
7 C 1.2885 -0.4740 -1.1066  C5 1.521, H10 1.088, H11 1.088, H12 1.089
8 H -0.3768 0.1036 -2.3910  C5 1.094
9 H -0.8029 -0.9295 -1.0339  C5 1.095
10 H 1.5683 -1.3809 -1.6378  C7 1.088
11 H 1.4166 -0.6303 -0.0376  C7 1.088
12 H 1.9469 0.3507 -1.3766  C7 1.089

---

Version y
Here is 3 unconnected molecules or ions with the total composition C2H7OS2 from the OMol25 dataset. Energies are from wB97M-V/def2-TZVPD.

The calculation puts the highest occupied orbital energy at -2.137 eV. The orbital gap comes out at 5.814 eV. Its charge is -1. As for the spin multiplicity: 1.

Last columns: bonded neighbours and bond lengths (Å).
CARTESIAN COORDINATES (ANGSTROEM)
1 C 0.5361 -0.2483 2.3185  O2 1.215, H3 1.101, H5 1.094
2 O 1.6353 -0.0187 2.7833  C1 1.215
3 H -0.2291 -0.4550 3.0823  C1 1.101
4 H 5.4812 -4.3438 0.6925  H12 0.707
5 H 0.3703 -0.1689 1.2399  C1 1.094
6 C -2.6043 1.9893 -1.6827  S7 1.821, H9 1.106, H10 1.091, H11 1.091
7 S -1.5845 0.7857 -0.7722  C6 1.821, S8 2.016
8 S -0.5634 -0.3069 -2.1238  S7 2.016
9 H -3.4766 1.6177 -2.2517  C6 1.106
10 H -1.9866 2.4548 -2.4517  C6 1.091
11 H -3.0639 2.6437 -0.9398  C6 1.091
12 H 5.4857 -3.9495 0.1053  H4 0.707

---

It comes down to version x, which is 1.987 eV more stable than the next structure.